(a)
The following is a quantum chemistry calculation of the molecule C6H6OS, from the OMol25 dataset.

Values from the calculation:
- HOMO (eV) = -9.1
- total charge = 0
- structure (SMILES) = C=C/C(C=S)=C/C=O

Last columns: bonded neighbours and bond lengths (Å).
Element x y z (Å)
1 C -1.0307 -1.1817 -1.7280  C2 1.360, H9 1.083, H10 1.202
2 C 0.0822 -0.4317 -1.5067  C1 1.360, C3 1.518, H11 1.210
3 C 0.2283 0.0084 -0.0609  C2 1.518, C4 1.444, C6 1.272
4 C -1.0314 -0.0416 0.6434  C3 1.444, S5 1.698, H12 1.102
5 S -1.4205 -0.6618 2.1755  C4 1.698
6 C 1.2706 0.5781 0.3938  C3 1.272, C7 1.499, H13 1.131
7 C 1.2989 1.1120 1.7943  C6 1.499, O8 1.304, H14 1.241
8 O 2.2496 1.9106 2.1929  C7 1.304
9 H -1.8251 -1.2360 -0.9936  C1 1.083
10 H -1.2777 -1.6623 -2.8017  C1 1.202
11 H 1.0699 -0.4918 -2.2026  C2 1.210
12 H -1.8859 0.3965 0.1033  C4 1.102
13 H 2.0253 0.8990 -0.3844  C6 1.131
14 H 0.2464 0.8021 2.3746  C7 1.241

=====

(b)
The following is a quantum chemistry calculation of the molecule C6H6OS, from the OMol25 dataset.

Values from the calculation:
- HOMO (eV) = -8.8
- total charge = 0
- structure (SMILES) = C=C1OC(=S)C=C1C

Last columns: bonded neighbours and bond lengths (Å).
Element x y z (Å)
1 C -0.2319 -1.8367 0.9925  C2 1.327, H9 1.076, H10 1.067
2 C 0.3452 -0.8485 0.3209  C1 1.327, O3 1.355, C7 1.460
3 O 1.6126 -0.9484 -0.1472  C2 1.355, C4 1.430
4 C 1.9765 0.2183 -0.8901  O3 1.430, S5 1.593, C6 1.490
5 S 3.4352 0.4064 -1.5008  C4 1.593
6 C 0.7306 1.0350 -0.8924  C4 1.490, C7 1.335, H11 1.078
7 C -0.2047 0.4096 -0.1742  C2 1.460, C6 1.335, C8 1.508
8 C -1.6051 0.8926 0.1061  C7 1.508, H12 1.104, H13 1.100, H14 1.080
9 H 0.2994 -2.7288 1.2746  C1 1.076
10 H -1.1653 -1.7068 1.4928  C1 1.067
11 H 0.7479 2.0610 -1.2213  C6 1.078
12 H -2.4321 0.2056 -0.1451  C8 1.104
13 H -1.8411 1.8430 -0.3951  C8 1.100
14 H -1.6673 0.9978 1.1794  C8 1.080

=====

Question: which arrangement is favored energetically? Ranking from most to least stable: (b), (a).

=====

(a)
The following is a quantum chemistry calculation of a cluster of 5 separate species, C2H12O5 in total, from the OMol25 dataset.

Values from the calculation:
- HOMO (eV) = -10.8
- total charge = 0
- structure (SMILES) = CC=O.O.O.O.O

Last columns: bonded neighbours and bond lengths (Å).
Element x y z (Å)
1 C 2.0730 0.5209 -0.8142  C2 1.496, H4 1.098, H5 1.086, H6 1.085
2 C 1.4504 -0.0225 0.4323  C1 1.496, O3 1.207, H7 1.102
3 O 0.2669 -0.0840 0.6600  C2 1.207
4 H 3.0511 0.0452 -0.9622  C1 1.098
5 H 1.4526 0.3643 -1.6917  C1 1.086
6 H 2.2568 1.5798 -0.6619  C1 1.085
7 H 2.1605 -0.3767 1.1976  C2 1.102
8 O -2.5758 4.6825 -1.0852  H9 0.954, H10 0.960
9 H -2.0443 5.4715 -1.1544  O8 0.954
10 H -2.4263 4.1384 -0.3089  O8 0.960
11 O 0.6713 -3.5160 1.8874  H12 0.967, H13 0.964
12 H 0.0525 -3.8925 2.5285  O11 0.967
13 H 0.5025 -2.5683 1.9335  O11 0.964
14 O -0.9338 -3.8837 -0.8676  H15 0.965, H16 0.971
15 H -0.2163 -3.2385 -0.8640  O14 0.965
16 H -0.6458 -4.4348 -0.1224  O14 0.971
17 O -1.8028 2.0601 0.1527  H18 0.959, H19 0.966
18 H -2.3504 1.5318 -0.4316  O17 0.959
19 H -0.9422 1.6225 0.1722  O17 0.966

=====

(b)
The following is a quantum chemistry calculation of a cluster of 5 separate species, C2H12O5 in total, from the OMol25 dataset.

Values from the calculation:
- HOMO (eV) = -10.1
- total charge = 0
- structure (SMILES) = CC=O.O.O.O.O

Last columns: bonded neighbours and bond lengths (Å).
Element x y z (Å)
1 C -2.5301 0.6668 -1.1053  C2 1.521, H4 1.093, H5 1.089, H6 1.086
2 C -1.0137 0.5938 -1.1931  C1 1.521, O3 1.202, H7 1.111
3 O -0.3052 0.6508 -0.2233  C2 1.202
4 H -2.9502 0.0084 -0.3412  C1 1.093
5 H -2.5774 1.7044 -0.7767  C1 1.089
6 H -2.9452 0.3188 -2.0463  C1 1.086
7 H -0.5839 0.3778 -2.1945  C2 1.111
8 O -1.8645 -5.4001 3.1574  H9 0.951, H10 0.950
9 H -2.4105 -5.9544 2.6100  O8 0.951
10 H -1.4541 -4.8258 2.5213  O8 0.950
11 O 0.7567 1.2829 2.5345  H12 0.968, H13 0.947
12 H 0.9969 0.9726 1.6498  O11 0.968
13 H 0.3497 2.1019 2.2874  O11 0.947
14 O 2.9439 0.6648 -0.1494  H15 0.942, H16 0.955
15 H 3.8642 0.8518 -0.2188  O14 0.942
16 H 2.8771 -0.2212 0.1999  O14 0.955
17 O 2.2679 1.9424 -2.6284  H18 0.969, H19 0.961
18 H 2.2577 1.4291 -1.8070  O17 0.969
19 H 2.3207 2.8350 -2.2761  O17 0.961

=====

Question: which arrangement is favored energetically? Ranking from most to least stable: (a), (b).

=====

(a)
The following is a quantum chemistry calculation of a cluster of 3 separate species, C4H10NO4S in total, from the OMol25 dataset.

Values from the calculation:
- HOMO (eV) = -3.1
- total charge = -1

Last columns: bonded neighbours and bond lengths (Å).
Element x y z (Å)
1 O 1.5901 1.4919 -1.5912  C2 1.215
2 C 2.1257 1.2394 -0.5299  O1 1.215, N3 1.406, H9 1.196
3 N 1.4883 0.6711 0.5875  C2 1.406, C4 1.453, H10 1.089
4 C 0.0404 0.7814 0.6452  N3 1.453, C5 1.592, C7 1.503, H11 1.078
5 C -0.3766 1.9733 1.6141  C4 1.592, S6 1.836, H12 1.166, H13 1.111
6 S 0.3042 1.7611 3.3059  C5 1.836
7 C -0.4662 -0.5339 1.1679  C4 1.503, O8 1.226, H14 1.119
8 O -0.8000 -1.4023 0.3691  C7 1.226
9 H 3.2835 1.5166 -0.4115  C2 1.196
10 H 1.9788 0.6050 1.5573  N3 1.089
11 H -0.3744 0.8710 -0.3460  C4 1.078
12 H 0.2200 2.9363 1.3363  C5 1.166
13 H -1.4628 2.1100 1.8034  C5 1.111
14 H -0.3236 -0.8360 2.2354  C7 1.119
15 H -2.2380 -1.4482 -2.3816  O17 0.970
16 H -2.5264 -2.7332 -1.5174  O17 0.970
17 O -2.8805 -2.1544 -2.2108  H15 0.970, H16 0.970
18 H -0.0479 -1.7099 -2.3907  O20 0.936
19 H 0.5603 -2.5822 -1.2472  O20 0.995
20 O -0.0949 -2.5573 -1.9958  H18 0.936, H19 0.995

=====

(b)
The following is a quantum chemistry calculation of the ion C4H10NO4S with charge -1, from the OMol25 dataset.

Values from the calculation:
- HOMO (eV) = -5.0
- total charge = -1
- structure (SMILES) = CON(C(C)C)S(=O)(=O)[O-]

Last columns: bonded neighbours and bond lengths (Å).
Element x y z (Å)
1 C -0.8909 2.6335 0.4639  O2 1.440, H11 1.075, H12 1.030, H13 1.015
2 O -0.3844 1.7004 -0.5095  C1 1.440, N3 1.494
3 N -0.2153 0.3951 0.1980  O2 1.494, C4 1.398, S7 1.801
4 C 0.9380 -0.3105 -0.1585  N3 1.398, C5 1.531, C6 1.455, H14 1.137
5 C 0.7945 -1.2895 -1.3273  C4 1.531, H15 1.122, H16 1.111, H17 1.066
6 C 1.5677 -0.9360 0.9941  C4 1.455, H18 1.124, H19 0.999, H20 1.057
7 S -1.7252 -0.5668 0.0040  N3 1.801, O8 1.451, O9 1.460, O10 1.440
8 O -2.0153 -0.8159 -1.3954  S7 1.451
9 O -1.5046 -1.7975 0.7574  S7 1.460
10 O -2.7240 0.2737 0.6110  S7 1.440
11 H -1.7237 2.2200 1.0033  C1 1.075
12 H -0.9704 3.5082 -0.0739  C1 1.030
13 H -0.1636 2.7245 1.1658  C1 1.015
14 H 1.6529 0.4336 -0.6370  C4 1.137
15 H 0.1052 -2.1528 -1.1316  C5 1.122
16 H 0.3045 -0.8226 -2.2081  C5 1.111
17 H 1.7060 -1.7820 -1.5802  C5 1.066
18 H 1.2340 -2.0058 1.0823  C6 1.124
19 H 1.4057 -0.5599 1.9052  C6 0.999
20 H 2.6089 -0.8496 0.8365  C6 1.057

=====

Question: which arrangement is favored energetically? Ranking from most to least stable: (a), (b).

=====

(a)
The following is a quantum chemistry calculation of a cluster of 2 separate species, C6H16N in total, from the OMol25 dataset.

Values from the calculation:
- HOMO (eV) = -14.5
- total charge = +1

Last columns: bonded neighbours and bond lengths (Å).
Element x y z (Å)
1 C 1.8513 0.7878 -1.0183  C2 1.582, H8 1.121, H9 1.096, H10 1.170
2 C 0.3555 0.6559 -0.5214  C1 1.582, C3 1.530, H11 1.117
3 C 0.4280 0.5352 1.0025  C2 1.530, C4 1.715, H12 1.106, H13 1.117
4 C 0.6379 -1.1331 0.6665  C3 1.715, C5 1.572, H14 1.084, H15 1.044
5 C -0.5294 -2.0079 0.0806  C4 1.572, C6 1.600, H16 1.019, H17 1.074
6 C -2.0208 -1.5538 0.4410  C5 1.600, H18 1.116, H19 1.098, H20 1.104
7 N -0.5834 2.4964 -0.2903  H21 1.090, H22 1.004, H23 1.047
8 H 2.3414 0.1410 -0.2446  C1 1.121
9 H 2.0658 0.3916 -2.0172  C1 1.096
10 H 2.5668 1.6544 -0.6932  C1 1.170
11 H -0.3251 0.0533 -1.1712  C2 1.117
12 H 1.4152 0.6392 1.4911  C3 1.106
13 H -0.3664 1.0302 1.6118  C3 1.117
14 H 1.0645 -1.4901 1.5971  C4 1.084
15 H 1.4290 -1.2571 -0.0037  C4 1.044
16 H -0.5146 -1.8151 -0.9202  C5 1.019
17 H -0.3567 -3.0485 0.2824  C5 1.074
18 H -2.6894 -1.3684 -0.4334  C6 1.116
19 H -2.0376 -0.6106 1.0018  C6 1.098
20 H -2.3876 -2.4528 0.9667  C6 1.104
21 H -0.8411 3.4665 0.1351  N7 1.090
22 H -0.0315 2.4956 -1.1295  N7 1.004
23 H -1.4719 2.3900 -0.8335  N7 1.047

=====

(b)
The following is a quantum chemistry calculation of a cluster of 2 separate species, C6H16N in total, from the OMol25 dataset.

Values from the calculation:
- HOMO (eV) = -14.1
- total charge = +1

Last columns: bonded neighbours and bond lengths (Å).
Element x y z (Å)
1 C -1.6058 -0.6125 -2.1557  C2 1.522, H8 1.089, H9 1.089, H10 1.090
2 C -0.9766 -0.4977 -0.7750  C1 1.522, C3 1.607, H11 1.084, H21 1.087
3 C 0.1472 0.6409 -0.6244  C2 1.607, C4 1.536, C5 1.439, H12 1.090
4 C 1.2059 0.4349 -1.7173  C3 1.536, H13 1.077, H14 1.088, H15 1.097
5 C 0.6560 0.4622 0.7101  C3 1.439, C6 1.454, H17 1.092
6 C 0.3089 1.5137 1.6525  C5 1.454, H18 1.094, H19 1.094, H20 1.094
7 N 0.1174 -1.3611 2.7970  H16 1.012, H22 1.012, H23 1.009
8 H -1.7425 0.3474 -2.6505  C1 1.089
9 H -0.9803 -1.2815 -2.7443  C1 1.089
10 H -2.5690 -1.1222 -2.1162  C1 1.090
11 H -0.3969 -1.3996 -0.6180  C2 1.084
12 H -0.3620 1.5984 -0.7355  C3 1.090
13 H 0.7779 0.0637 -2.6334  C4 1.077
14 H 1.7920 1.3421 -1.8444  C4 1.088
15 H 1.9531 -0.3031 -1.3994  C4 1.097
16 H -0.0531 -2.3582 2.8195  N7 1.012
17 H 1.5876 -0.1077 0.6879  C5 1.092
18 H 0.4323 1.2216 2.6997  C6 1.094
19 H 0.8489 2.4649 1.6206  C6 1.094
20 H -0.7652 1.6714 1.5136  C6 1.094
21 H -1.6208 -0.4726 0.1005  C2 1.087
22 H 0.7723 -1.1201 3.5298  N7 1.012
23 H 0.4726 -1.1251 1.8829  N7 1.009

=====

(c)
The following is a quantum chemistry calculation of a cluster of 3 separate species, C6H16N in total, from the OMol25 dataset.

Values from the calculation:
- HOMO (eV) = -13.4
- total charge = +1

Last columns: bonded neighbours and bond lengths (Å).
Element x y z (Å)
1 C 1.3310 1.9627 0.4425  C2 1.491, H8 1.081, H9 1.095, H10 1.090
2 C 0.7642 1.3071 -0.7703  C1 1.491, C3 1.366, H11 1.081
3 C -0.5111 0.8225 -0.8474  C2 1.366, C5 1.503, H12 1.084
4 C 0.7964 -0.8386 -0.7293  H13 1.079, H14 1.083, H15 1.081
5 C -1.4494 1.1194 0.2880  C3 1.503, C6 1.546, H16 1.089, H17 1.091
6 C -2.8755 0.6675 -0.1007  C5 1.546, H18 1.097, H19 1.082, H20 1.090
7 N 1.8099 -3.4460 1.0091  H21 1.011, H22 1.010, H23 1.015
8 H 2.3142 2.3812 0.2796  C1 1.081
9 H 1.2682 1.3374 1.3388  C1 1.095
10 H 0.5920 2.7151 0.7167  C1 1.090
11 H 1.4176 1.3971 -1.6274  C2 1.081
12 H -0.9522 0.5029 -1.7850  C3 1.084
13 H 0.2504 -1.0401 0.1786  C4 1.079
14 H 1.8328 -0.5907 -0.5349  C4 1.083
15 H 0.5508 -1.2715 -1.6892  C4 1.081
16 H -1.4998 2.2027 0.3920  C5 1.089
17 H -1.1982 0.5828 1.2035  C5 1.091
18 H -3.0216 0.9914 -1.1386  C6 1.097
19 H -3.7126 1.0564 0.4648  C6 1.082
20 H -2.9404 -0.4192 -0.1522  C6 1.090
21 H 2.4065 -3.9459 0.3640  N7 1.011
22 H 1.9553 -3.7674 1.9557  N7 1.010
23 H 0.8714 -3.7265 0.7418  N7 1.015

=====

(d)
The following is a quantum chemistry calculation of the ion C6H16N with charge +1, from the OMol25 dataset.

Values from the calculation:
- HOMO (eV) = -14.9
- total charge = +1
- structure (SMILES) = CCCC[C@@H](C)[NH3+]

Last columns: bonded neighbours and bond lengths (Å).
Element x y z (Å)
1 C -0.5331 2.1865 1.4388  C2 1.523, H8 1.089, H9 1.088, H10 1.101
2 C 0.2456 1.9544 0.1504  C1 1.523, C3 1.541, H11 1.093, H12 1.088
3 C 1.3025 0.8351 0.2241  C2 1.541, C4 1.525, H13 1.093, H14 1.097
4 C 0.7382 -0.5596 0.4730  C3 1.525, C5 1.514, H15 1.087, H16 1.094
5 C -0.3890 -0.9292 -0.4678  C4 1.514, C6 1.517, N7 1.540, H17 1.084
6 C 0.0478 -1.1759 -1.8998  C5 1.517, H18 1.088, H19 1.083, H20 1.092
7 N -1.0226 -2.2274 0.0655  C5 1.540, H21 1.028, H22 1.021, H23 1.023
8 H 0.0963 2.6119 2.2186  C1 1.089
9 H -1.3974 2.8225 1.2607  C1 1.088
10 H -0.9485 1.2589 1.8610  C1 1.101
11 H -0.4187 1.7599 -0.6952  C2 1.093
12 H 0.8019 2.8598 -0.0818  C2 1.088
13 H 2.0436 1.0778 0.9905  C3 1.093
14 H 1.8391 0.8478 -0.7328  C3 1.097
15 H 1.4967 -1.3382 0.4496  C4 1.087
16 H 0.3152 -0.5066 1.4801  C4 1.094
17 H -1.1942 -0.2037 -0.4416  C5 1.084
18 H 0.8327 -1.9290 -1.9396  C6 1.088
19 H 0.4964 -0.2547 -2.2517  C6 1.083
20 H -0.7453 -1.4965 -2.5792  C6 1.092
21 H -1.9855 -2.3102 -0.2835  N7 1.028
22 H -1.0845 -2.2442 1.0842  N7 1.021
23 H -0.5374 -3.0393 -0.3234  N7 1.023

=====

Question: which arrangement is favored energetically? Ranking from most to least stable: (d), (c), (b), (a).

=====

(a)
The following is a quantum chemistry calculation of the ion C6H11N2O2 with charge +1, from the OMol25 dataset.

Values from the calculation:
- HOMO (eV) = -13.4
- total charge = +1
- structure (SMILES) = Cc1c[nH+]c([C@H](O)CO)[nH]1

Last columns: bonded neighbours and bond lengths (Å).
Element x y z (Å)
1 C 2.1671 -2.3725 -1.1308  C2 1.500, H11 1.093, H12 1.013, H13 1.074
2 C 1.0120 -1.4168 -1.0966  C1 1.500, C3 1.401, N10 1.370
3 C -0.3351 -1.4325 -1.4807  C2 1.401, N4 1.376, H14 1.146
4 N -0.8708 -0.3030 -0.9054  C3 1.376, C5 1.315, H15 1.001
5 C 0.0527 0.3840 -0.2695  N4 1.315, C6 1.610, N10 1.326
6 C -0.1538 1.6240 0.7366  C5 1.610, O7 1.379, C8 1.544, H16 1.157
7 O 0.8805 1.7538 1.6387  C6 1.379, H17 0.999
8 C -1.5793 1.5337 1.3240  C6 1.544, O9 1.401, H18 1.167, H19 1.139
9 O -2.5510 1.5804 0.3160  C8 1.401, H20 1.027
10 N 1.1832 -0.3074 -0.3117  C2 1.370, C5 1.326, H21 1.043
11 H 2.8941 -1.9706 -1.8406  C1 1.093
12 H 2.5226 -2.4744 -0.1878  C1 1.013
13 H 1.6838 -3.2736 -1.4607  C1 1.074
14 H -0.8391 -2.3355 -1.9754  C3 1.146
15 H -1.8553 -0.1506 -0.8036  N4 1.001
16 H -0.1294 2.5401 0.0309  C6 1.157
17 H 0.4268 1.9223 2.5128  O7 0.999
18 H -1.7416 0.5791 1.9763  C8 1.167
19 H -1.3098 2.3357 2.0859  C8 1.139
20 H -3.4808 1.6240 0.7487  O9 1.027
21 H 2.0232 0.1597 0.0930  N10 1.043

=====

(b)
The following is a quantum chemistry calculation of the ion C6H11N2O2 with charge +1, from the OMol25 dataset.

Values from the calculation:
- HOMO (spin up / spin down) (eV) = -14.0 / -13.0
- total charge = +1

Last columns: bonded neighbours and bond lengths (Å).
Element x y z (Å)
1 C -0.8696 -0.3717 0.3218  C4 1.522, N8 1.522, O9 1.179
2 C -0.3537 -2.1826 -1.0801  N8 1.303, H11 1.186, H12 1.039
3 C 1.2838 -1.6732 0.5663  N8 1.367, O10 1.308, H13 1.065
4 C -0.1904 0.9721 0.0991  C1 1.522, C5 1.598, C6 1.521, N7 1.384
5 C -1.1965 1.6723 -0.9255  C4 1.598, H14 1.092, H15 1.077, H16 1.105
6 C -0.1041 1.8168 1.3605  C4 1.521, H17 1.181, H18 1.062, H19 1.151
7 N 0.9498 0.7385 -0.6498  C4 1.384, H20 1.080
8 N 0.1010 -1.4705 -0.0884  C1 1.522, C2 1.303, C3 1.367
9 O -1.9520 -0.6910 0.6642  C1 1.179
10 O 2.2605 -2.4942 0.2791  C3 1.308, H21 1.065
11 H -0.0498 -3.2981 -1.3437  C2 1.186
12 H -1.3232 -1.9446 -1.3700  C2 1.039
13 H 1.4466 -1.2546 1.5319  C3 1.065
14 H -0.6623 2.5686 -1.2467  C5 1.092
15 H -1.9408 2.0432 -0.2411  C5 1.077
16 H -1.5933 1.0915 -1.7782  C5 1.105
17 H 0.7051 1.3706 2.0955  C6 1.181
18 H -1.0130 1.7359 1.9044  C6 1.062
19 H 0.2888 2.8862 1.1974  C6 1.151
20 H 1.8698 1.2981 -0.5628  N7 1.080
21 H 2.3432 -2.8132 -0.7340  O10 1.065

=====

Question: which arrangement is favored energetically? Ranking from most to least stable: (a), (b).